[1]
75
Properties=species:S:1:pos:R:3:forces:R:3 method="wB97M-V/def2-TZVPD" relative_energy_kcal_mol=43.8 charge=-1 max_force_ev_per_a=0.6 spin_multiplicity=4 energy_ha=-4548.84197
Re 1.278764 -0.894723 0.658117 0.30 0.24 0.24
C -1.181682 2.834883 -2.081475 0.00 -0.04 0.04
N -0.492698 1.558384 -2.091566 0.18 -0.11 -0.15
C -1.270946 0.458431 -2.643497 -0.18 -0.10 0.10
C -2.279701 -0.098280 -1.641610 0.31 0.06 -0.03
N -1.672264 -0.859245 -0.535202 -0.26 0.00 0.00
C -2.415771 -0.618676 0.708636 0.04 0.05 -0.04
C -1.514189 -2.248851 -0.881521 0.24 -0.04 -0.18
C -2.589331 -3.122601 -0.760041 -0.03 0.02 0.05
C -2.479022 -4.456945 -1.115675 -0.08 -0.01 0.03
C -1.280860 -4.925822 -1.629055 0.01 -0.09 -0.05
C -0.203208 -4.068317 -1.767179 -0.09 0.06 0.06
C -0.288058 -2.725802 -1.390866 -0.14 0.03 0.02
S 1.146236 -1.704177 -1.581190 0.03 0.16 -0.09
C 0.843471 1.640508 -2.599761 0.11 0.02 0.28
C 1.142135 1.712341 -3.951805 0.04 0.01 0.00
C 2.462606 1.797941 -4.370702 -0.01 -0.02 -0.08
C 3.488354 1.817538 -3.439058 0.05 0.05 -0.04
C 3.206503 1.747005 -2.083019 -0.03 -0.05 0.03
C 1.887607 1.647271 -1.664953 -0.16 0.15 -0.25
S 1.382680 1.543347 0.021527 0.26 -0.04 0.53
H -1.573450 3.115249 -3.073415 0.03 0.00 0.00
H -2.018486 2.800832 -1.379597 -0.04 0.03 -0.03
H -0.494299 3.612082 -1.747519 -0.03 0.01 0.04
H -1.820338 0.760727 -3.553132 0.03 0.05 0.02
H -0.574832 -0.335496 -2.904267 -0.01 -0.03 -0.08
H -2.852736 0.727022 -1.212714 -0.02 0.00 -0.02
H -2.983773 -0.734760 -2.195783 -0.09 0.02 0.08
H -3.505472 -0.713805 0.551921 0.04 -0.05 -0.03
H -2.130784 -1.393817 1.415372 -0.03 -0.05 0.04
H -1.433404 1.281356 0.555443 0.09 0.07 -0.04
H -3.530792 -2.747642 -0.373303 0.01 -0.02 0.00
H -3.325587 -5.120924 -0.991809 0.01 -0.01 0.00
H -1.183063 -5.967170 -1.912079 0.02 0.00 0.00
H 0.741626 -4.428656 -2.151473 0.02 -0.02 0.04
H 0.341966 1.695006 -4.682729 -0.03 -0.02 0.04
H 2.691136 1.844787 -5.428204 0.00 0.00 0.00
H 4.516478 1.890518 -3.771143 0.00 -0.03 0.02
H 4.008661 1.751754 -1.355749 -0.02 -0.03 0.02
Te 2.208532 -3.220260 1.531051 -0.16 -0.52 0.15
C 0.746299 -4.020898 2.840633 -0.04 0.08 0.06
C 0.970000 -5.171376 3.595497 0.14 0.02 -0.09
C -0.022541 -5.692051 4.413497 -0.04 -0.05 0.03
C -1.266426 -5.080182 4.488728 -0.02 0.00 0.02
C -1.501895 -3.932191 3.741713 -0.01 -0.08 0.07
C -0.502218 -3.412401 2.936428 -0.01 0.05 -0.02
H 1.933758 -5.664764 3.535677 0.00 -0.02 0.04
H 0.173649 -6.584855 4.997068 0.02 0.00 -0.02
H -2.042063 -5.492159 5.123409 0.00 0.00 0.00
H -2.471565 -3.448019 3.788254 0.02 0.03 -0.01
H -0.659632 -2.514033 2.354621 -0.09 0.06 -0.02
C 3.819172 0.418858 2.340848 -0.22 -0.21 0.03
C 2.605397 0.517537 2.969293 0.32 0.27 -0.08
N 2.483735 1.337888 4.105775 -0.13 0.02 0.05
O 1.465800 0.012718 2.589248 0.13 -0.12 -0.62
H 4.705756 0.838552 2.799816 -0.07 0.08 0.02
H 2.632849 1.558482 0.618177 -0.40 0.14 -0.24
H 3.969381 -0.321225 1.565151 -0.08 0.06 -0.03
H 3.315003 1.363672 4.673549 0.00 -0.01 0.04
H 1.657013 1.107611 4.635709 0.01 -0.04 0.02
C -4.906113 2.092616 0.172272 0.25 -0.11 0.11
Ge -3.583132 1.973239 1.650543 -0.20 0.20 0.13
C -2.914612 3.804297 1.984005 -0.01 -0.24 -0.03
C -4.622053 1.447458 3.250765 0.19 -0.01 -0.16
C -2.068607 0.767806 1.277494 -0.28 0.11 -0.01
H -5.775327 2.651757 0.522514 0.02 0.01 0.04
H -5.247079 1.107365 -0.148921 0.02 -0.01 0.01
H -4.501654 2.611347 -0.698051 0.04 -0.01 0.00
H -3.722450 4.450121 2.331659 -0.02 -0.02 -0.01
H -2.487749 4.241953 1.080837 0.00 -0.03 -0.02
H -2.136015 3.787121 2.747584 0.00 0.00 0.00
H -5.471731 2.121567 3.370514 0.00 0.01 -0.01
H -4.005019 1.512695 4.147540 0.02 -0.01 0.00
H -5.001287 0.427968 3.172549 0.01 -0.01 -0.03
H -1.466307 0.668355 2.184065 0.02 0.03 -0.01

[2]
86
Properties=species:S:1:pos:R:3:forces:R:3 method="wB97M-V/def2-TZVPD" relative_energy_kcal_mol=0.0 charge=+1 max_force_ev_per_a=2.2 spin_multiplicity=6 energy_ha=-2916.10771
Sm 0.689164 -0.284543 -1.995286 0.36 0.01 -0.28
C -2.503359 3.916207 0.061592 0.04 -0.69 0.25
C -1.361644 3.473928 1.004988 -0.77 1.12 -0.36
C -1.957547 2.860012 2.239073 -0.06 0.22 0.55
C -2.783076 1.581045 2.162308 -0.02 -0.42 0.15
C -4.204964 1.761646 1.628886 0.44 -0.44 -1.13
C -2.837670 1.093945 3.591712 0.26 -0.41 0.46
N -2.120981 0.546232 1.210866 -1.37 0.15 -0.16
C -2.315187 -0.913504 1.549711 -0.50 0.32 -0.63
C -2.087271 -1.910483 0.412042 -0.05 0.19 -0.12
N -0.733778 -2.239494 -0.089344 0.17 -0.21 0.13
C -1.018924 -3.070040 -1.284135 -0.60 0.00 -0.33
C 0.248471 -3.506229 -2.030197 -0.30 1.31 -0.06
O 0.649106 -4.641323 -2.003524 0.27 -0.52 -0.07
O 0.818091 -2.491543 -2.639128 0.18 -0.42 0.61
C 0.138605 -3.016595 0.872468 -0.34 0.14 0.24
C -0.661690 -3.935658 1.816096 -0.36 -0.38 0.24
C 0.962868 -2.082704 1.756219 0.18 0.46 0.65
C 2.103988 -1.219148 1.197669 0.18 0.98 1.38
C 2.903892 -1.873999 0.142466 0.91 -1.23 0.00
C 3.167858 -0.974071 2.335357 -1.57 -0.88 0.18
N 1.586604 0.091830 0.653926 -0.59 -0.71 0.86
C 1.180775 1.042840 1.724720 -0.35 0.45 -0.62
C 0.866752 2.469694 1.211951 0.39 0.46 0.58
N -0.315571 2.684355 0.343719 0.16 -0.14 -0.17
C 0.068402 3.417183 -0.903872 -0.49 -0.76 0.33
C 0.754637 2.424116 -1.817555 -0.11 -0.26 -0.91
O 1.822029 1.822846 -1.462482 -0.58 0.26 0.16
O 0.127444 2.068367 -2.856089 0.56 -0.26 0.74
H -3.398808 4.161040 0.641514 0.20 -0.03 -0.20
H -2.731626 3.185759 -0.716232 -0.16 -0.28 0.28
H -2.219096 4.776860 -0.482627 0.19 1.11 -0.42
H -0.915393 4.414097 1.363739 0.17 0.05 0.05
H -2.636104 3.599931 2.725062 0.49 -0.33 -0.49
H -1.156757 2.738614 2.966585 0.08 -0.33 0.17
H -4.783186 2.463368 2.213849 -0.17 -0.16 0.39
H -4.674032 0.764721 1.544527 -0.18 0.55 0.33
H -4.175206 2.174565 0.611660 -0.07 -0.21 0.23
H -3.162847 1.962802 4.170449 -0.22 -0.37 0.15
H -1.853538 0.823961 3.988390 0.03 0.05 -0.15
H -3.489841 0.237023 3.756811 -0.22 0.20 0.02
H -2.507290 0.785517 0.281171 0.17 -0.57 -0.10
H -1.161338 0.777745 1.063915 1.22 0.22 -0.07
H -3.371699 -1.008099 1.838013 0.37 -0.05 -0.01
H -1.699870 -1.117329 2.398837 0.25 -0.09 0.59
H -2.666775 -1.579144 -0.441467 0.05 0.36 -0.21
H -2.607083 -2.829793 0.686432 0.02 -0.08 0.39
H -1.577119 -2.392108 -1.944486 0.06 -0.42 -0.14
H -1.674111 -3.935793 -1.059624 0.42 0.20 0.06
H 0.776376 -3.660680 0.235458 -0.16 0.45 0.46
H -1.166576 -3.390067 2.633658 0.45 0.00 -0.18
H -0.073229 -4.756555 2.278351 -0.09 0.70 -0.40
H -1.484283 -4.413739 1.293730 0.05 -0.32 -0.26
H 1.418581 -2.695057 2.544983 -0.09 -0.11 -0.19
H 0.294512 -1.400690 2.327854 0.24 -0.49 -0.37
H 3.248463 -2.860320 0.501172 0.01 0.40 -0.09
H 3.780177 -1.277879 -0.085868 0.25 0.09 -0.16
H 2.401005 -2.103688 -0.761151 -0.76 -0.11 -1.08
H 3.650497 -1.910838 2.598613 0.30 -0.11 -0.37
H 2.770728 -0.651712 3.285001 -0.52 0.34 0.25
H 3.860333 -0.245897 2.013120 1.04 0.72 -0.39
H 2.341462 0.528753 0.147852 0.37 0.39 -0.05
H 1.964616 1.196588 2.470134 0.18 -0.13 -0.13
H 0.336336 0.650405 2.328274 0.26 0.02 -0.49
H 1.757126 2.889041 0.707802 -0.35 -0.46 0.18
H 0.785248 3.063196 2.150078 -0.17 -0.08 -0.51
H 0.677872 4.265986 -0.634134 0.40 0.48 -0.08
H -0.852084 3.746847 -1.399569 0.70 -0.17 0.01
Cl -3.742963 2.265374 -3.004184 -0.20 -0.26 -0.04
C -2.983311 0.819050 -3.696453 -0.30 -0.59 0.48
C -1.861652 0.265557 -2.850887 0.36 -0.81 -0.54
O -1.055977 -0.461115 -3.514222 -0.20 0.51 0.29
O -1.754952 0.363174 -1.594252 -0.14 0.27 -0.25
H -2.631004 1.049456 -4.698214 0.08 -0.03 0.16
H -3.677407 -0.056485 -3.749523 0.07 0.98 -0.08
C 5.509935 0.507380 -3.331338 -0.22 -0.46 0.20
N 5.122914 -0.895137 -3.304241 -0.75 -2.08 -0.26
C 3.819885 -1.349719 -3.186327 0.23 0.44 -0.25
N 3.597066 -2.696627 -3.265144 -0.69 1.74 0.16
O 2.871337 -0.524555 -3.034699 0.51 -0.54 0.27
H 6.551935 0.573015 -3.064904 0.31 0.07 0.03
H 4.928803 1.057043 -2.617079 -0.29 0.14 0.56
H 5.330487 0.993471 -4.271651 0.02 -0.01 -0.70
H 5.786973 -1.640082 -3.600317 -0.63 1.32 0.34
H 4.345265 -3.329789 -3.168535 0.69 -0.68 0.01
H 2.630203 -3.012352 -3.124067 0.29 0.20 -0.06

[3]
130
Properties=species:S:1:pos:R:3:forces:R:3 method="wB97M-V/def2-TZVPD" charge=+1 max_force_ev_per_a=4.2 energy_ha=-2673.57622
C 3.767834 -1.190285 4.014344 -0.16 -0.12 -0.09
C 5.004663 -0.649030 3.316491 0.03 -0.27 0.58
N 4.659327 0.170135 2.170568 -0.56 0.53 0.06
C 5.748308 0.343992 1.229940 0.43 0.14 -0.42
C 5.267733 0.923488 -0.088869 -0.19 0.01 -0.02
C 4.495354 2.214974 0.170352 0.49 0.41 -0.22
C 3.437096 2.034492 1.214154 -0.78 0.47 0.05
C 3.587075 1.014307 2.200997 0.31 -0.38 0.11
C 2.627300 0.921284 3.255921 -0.61 0.51 -0.07
C 1.502552 1.721059 3.219375 0.24 -0.47 -0.50
C 1.226496 2.594662 2.120608 -0.23 0.11 0.31
C -0.074863 3.128350 1.984732 1.04 0.87 0.34
C -0.491840 4.085778 1.022424 -0.33 -0.16 -0.50
C -1.495181 5.043219 1.355406 0.00 -0.35 -0.43
C -1.895419 6.027588 0.473025 0.39 -0.51 0.13
C -1.292561 6.104335 -0.819664 0.15 0.21 0.09
N -1.648355 7.096154 -1.687242 0.10 -0.33 0.24
C -2.852332 7.876254 -1.482882 -0.48 0.04 0.17
C -3.052035 8.227898 -0.019985 0.18 0.11 0.12
C -2.981163 6.980953 0.860496 -0.61 0.26 0.25
C -1.176238 7.108405 -3.056439 0.17 -0.12 -0.50
C 0.241521 6.577666 -3.168471 0.10 -0.07 0.11
C 0.326808 5.188578 -2.540944 0.14 -0.26 -0.60
C -0.299286 5.148942 -1.184119 -0.11 -0.49 0.67
C 0.045429 4.147101 -0.293317 -0.11 0.60 0.01
C 2.320270 2.849076 1.235179 0.26 -0.74 -0.20
C 2.822157 -0.049426 4.378408 0.10 -0.11 0.67
H 3.247255 -1.902028 3.360479 0.15 0.11 0.02
H 4.071271 -1.736466 4.913641 -0.06 0.08 -0.16
H 5.603933 -0.058766 4.036550 -0.11 -0.12 -0.25
H 5.641612 -1.471283 2.962841 -0.19 0.22 0.08
H 6.524809 1.000910 1.665850 -0.21 -0.17 -0.06
H 6.214565 -0.638895 1.073866 -0.14 0.24 0.04
H 6.124853 1.110495 -0.742600 -0.13 -0.03 0.10
H 4.613732 0.204901 -0.598464 0.10 0.03 0.10
H 5.197943 2.994732 0.505256 -0.09 -0.15 -0.11
H 4.043480 2.579083 -0.759666 0.07 -0.04 0.18
H 0.761532 1.657174 4.021505 0.20 -0.17 -0.27
H -0.780957 2.897803 2.786356 0.18 0.06 -0.09
H -1.956859 4.977344 2.343029 0.08 0.13 -0.25
H -2.764556 8.782860 -2.095538 -0.07 -0.21 0.19
H -3.729878 7.309788 -1.847156 0.20 0.14 0.00
H -2.285599 8.945424 0.293604 -0.05 -0.08 -0.10
H -4.022417 8.716891 0.098959 0.13 -0.03 0.02
H -3.949772 6.456751 0.819460 0.24 0.08 -0.01
H -2.840115 7.279308 1.905835 -0.08 -0.06 -0.15
H -1.850985 6.507205 -3.693890 0.12 0.13 0.13
H -1.231291 8.143764 -3.415945 0.03 -0.23 0.07
H 0.539388 6.536888 -4.219480 -0.04 0.05 0.12
H 0.934107 7.254243 -2.653007 -0.14 -0.04 -0.07
H -0.166570 4.446832 -3.195033 0.12 0.24 0.14
H 1.375761 4.878827 -2.464336 -0.17 0.01 -0.04
H 0.726637 3.363761 -0.628013 -0.29 0.26 0.01
H 2.266191 3.674723 0.525984 0.06 -0.30 0.20
H 1.849542 -0.451417 4.692662 0.19 0.09 -0.08
H 3.226339 0.494052 5.247636 -0.06 -0.13 -0.16
C -2.417865 -6.731482 3.633987 -0.12 -0.13 0.15
C -1.890454 -5.850122 2.531003 0.00 0.17 -0.07
C -0.792001 -5.024421 2.766978 0.17 0.14 -0.45
C -0.277590 -4.183164 1.769252 -0.42 -0.05 0.39
C 0.911657 -3.321742 2.084136 0.27 0.23 0.21
C -0.922138 -4.161814 0.525450 -0.10 -0.35 0.63
N -0.486927 -3.242414 -0.479403 0.55 0.84 -1.34
C 0.764291 -3.250311 -1.109070 -1.30 0.47 -0.48
C 1.868982 -4.152249 -0.795830 1.20 -0.58 -0.11
C 3.160166 -3.580865 -0.819061 -0.38 -0.26 0.43
C 4.250457 -4.303533 -0.341236 -0.05 -0.21 -0.15
C 4.087078 -5.635296 0.062330 -0.20 0.16 0.02
C 2.836116 -6.255367 -0.056946 0.16 0.17 -0.09
C 1.731773 -5.531422 -0.508321 -0.03 0.73 0.02
N 0.814236 -2.338056 -2.045435 -0.32 -0.10 0.66
N -0.434300 -1.732497 -2.063800 1.15 -0.86 0.78
C -0.713097 -0.828088 -3.141892 -0.30 0.83 -0.55
C -0.488325 -1.316058 -4.441257 -0.58 0.49 0.23
C 0.022127 -2.692665 -4.723771 0.31 -0.36 -0.41
C -0.839867 -0.497068 -5.516278 0.03 0.15 0.25
C -1.416839 0.760719 -5.327680 0.07 -0.20 0.29
C -1.794513 1.609412 -6.506491 -0.13 0.12 -0.21
C -1.622942 1.217217 -4.021425 0.34 -0.29 -0.13
C -1.225697 0.470258 -2.910124 0.13 -0.49 -0.34
C -1.376948 1.086451 -1.548894 -0.24 0.17 0.26
C -1.216541 -2.244590 -1.103827 0.60 -0.39 -0.15
C -2.620459 -1.855406 -0.968813 -3.08 0.60 2.79
O -3.191230 -1.276025 -1.921091 0.58 -0.94 -0.93
C -3.356405 -2.087621 0.294953 2.24 0.12 -2.39
C -4.797543 -2.397956 0.188461 -0.54 0.17 -0.05
C -2.725804 -1.772938 1.523172 0.28 -0.34 0.92
C -1.532650 -1.001754 1.564360 -0.28 0.04 0.12
C -0.939066 -0.659356 2.773195 -0.11 -0.25 -0.08
C -1.473677 -1.116713 3.978726 0.19 0.05 0.00
C -2.647197 -1.886178 3.967783 -0.09 0.13 -0.12
C -3.291242 -2.174703 2.774910 0.31 0.09 -0.29
C -1.972157 -5.031467 0.231315 -0.29 -0.20 0.43
C -2.560819 -5.140638 -1.141312 -0.32 -0.27 -0.29
C -2.475818 -5.840470 1.261618 0.38 0.14 -0.06
H -3.295897 -7.296484 3.298672 0.20 0.12 0.11
H -1.655265 -7.452810 3.966214 -0.21 0.22 -0.13
H -2.708010 -6.139512 4.516054 0.08 -0.13 -0.29
H -0.325684 -5.007320 3.756502 -0.11 -0.05 -0.32
H 0.936793 -2.431086 1.447431 0.07 -0.11 0.18
H 0.857061 -2.988238 3.130514 -0.03 -0.03 -0.30
H 1.865413 -3.861321 1.959713 -0.32 0.04 -0.05
H 3.271348 -2.559097 -1.183060 -0.02 -0.20 0.27
H 5.232294 -3.825861 -0.289485 -0.30 -0.23 -0.07
H 4.938239 -6.193543 0.460610 -0.30 0.18 -0.18
H 2.725108 -7.309143 0.211532 0.01 0.38 -0.16
H 0.766187 -6.018333 -0.652283 0.23 0.14 0.28
H 0.258624 -2.757660 -5.792185 -0.04 -0.10 0.23
H 0.928085 -2.908010 -4.152169 -0.22 -0.06 -0.29
H -0.720029 -3.476032 -4.511494 0.09 0.24 0.10
H -0.680564 -0.882598 -6.525905 -0.05 0.19 0.24
H -2.399076 2.462825 -6.187220 0.04 -0.10 -0.10
H -0.910972 2.000914 -7.027668 -0.12 -0.10 0.15
H -2.369156 1.032970 -7.240377 0.07 0.11 0.13
H -2.114055 2.179750 -3.852797 0.26 -0.22 -0.08
H -1.512903 2.172862 -1.652149 0.14 -0.28 0.01
H -2.268937 0.714217 -1.024891 0.30 -0.04 -0.15
H -0.494714 0.916431 -0.916894 -0.14 -0.03 -0.09
H -5.351196 -1.924988 1.009605 -0.13 -0.11 -0.26
H -5.186405 -2.038054 -0.775160 0.05 -0.11 0.36
H -4.974696 -3.485431 0.243434 -0.08 0.14 0.06
H -1.122417 -0.627420 0.620897 -0.17 0.09 0.55
H -0.058376 -0.015704 2.751091 -0.21 -0.34 0.09
H -0.981513 -0.865030 4.918781 -0.20 -0.05 -0.15
H -3.072228 -2.245169 4.906928 0.12 0.14 -0.22
H -4.229636 -2.738278 2.764009 0.43 0.14 0.10
H -2.889821 -6.177054 -1.305215 0.07 0.31 0.00
H -3.440037 -4.493237 -1.265293 0.27 -0.05 -0.01
H -1.833126 -4.901999 -1.926314 -0.17 0.04 0.12
H -3.335817 -6.485017 1.058027 0.32 0.15 0.01